19
Properties=species:S:1:pos:R:3:forces:R:3:mulliken_charge:R:1 method="wB97M-V/def2-TZVPD" molar_mass_g_mol=100.161 largest_force_ev_per_a=0.41 charge=0 orbital_gap_ev=10.7 relative_energy_kj_mol=67.34 smiles="CCC(C=O)CC" e_lumo_ev=1.08
O -0.058522 2.389385 0.280456 -0.201 -0.269 -0.237 -0.4747
C -2.512781 -0.782377 0.379763 0.063 0.041 0.026 -1.2047
C -0.059911 -0.017619 0.121498 -0.010 0.120 0.159 0.5574
C -0.276748 1.394847 -0.366804 0.124 0.271 0.202 -0.2157
C 2.537097 0.683413 0.286769 -0.093 -0.050 -0.007 -1.1596
C -1.210868 -0.918617 -0.441963 0.150 0.002 -0.010 -0.5516
C 1.456547 -0.340460 -0.167838 -0.050 -0.160 -0.085 -0.7055
H -1.452409 -0.635905 -1.479000 0.288 -0.005 0.165 0.3048
H 1.623852 -0.515316 -1.238165 -0.220 -0.059 0.091 0.2976
H -3.322860 -1.391613 -0.042760 0.275 0.099 -0.014 0.3717
H 2.458104 0.998911 1.333736 -0.241 -0.174 -0.169 0.2992
H -0.601526 1.468689 -1.432382 0.024 0.065 0.126 0.3047
H -0.166238 -0.013712 1.212286 0.070 0.169 -0.060 0.1746
H -0.948828 -1.982940 -0.485686 0.249 0.224 0.112 0.3370
H -2.883570 0.250174 0.413684 0.186 -0.119 -0.037 0.3114
H 2.581873 1.600345 -0.313439 -0.273 -0.237 0.053 0.3231
H 1.694323 -1.279308 0.343239 -0.189 -0.022 -0.154 0.3228
H -2.377336 -1.111716 1.416564 0.091 0.066 -0.157 0.3378
H 3.519800 0.203824 0.180046 -0.244 0.036 -0.004 0.3697

=====

19
Properties=species:S:1:pos:R:3:forces:R:3:mulliken_charge:R:1 method="wB97M-V/def2-TZVPD" molar_mass_g_mol=100.161 largest_force_ev_per_a=2.27 charge=0 orbital_gap_ev=9.1 relative_energy_kj_mol=236.08 smiles="C=C/C(C)=C/C.O" e_lumo_ev=0.83
O 0.686002 2.934192 1.631239 0.984 -0.963 0.115 -0.6317
C -0.143671 -1.185640 1.201538 -1.000 0.072 1.213 -0.4052
C 0.931907 -1.892412 1.586352 -1.614 1.320 -0.618 -0.7438
C 0.511077 0.791613 -2.056867 -0.762 -1.150 1.019 -1.2349
C -1.580345 -1.087030 -0.918042 0.600 2.156 0.391 -1.2934
C 0.367062 0.426428 -0.586748 0.381 0.960 -0.357 0.0525
C -0.393047 -0.552319 -0.084439 0.182 -0.200 -1.343 0.6571
H -1.293112 -1.074809 -1.972969 -0.074 -1.267 0.101 0.3057
H 0.555191 -0.175441 -2.561904 -0.174 0.259 -0.562 0.3228
H -2.076894 -1.906606 -0.419589 0.095 -0.616 -0.669 0.3826
H -0.377945 1.353846 -2.346840 0.366 0.280 -0.603 0.2842
H -2.301298 -0.244571 -0.961610 0.012 -0.370 0.431 0.3255
H 0.088315 3.292889 2.272520 -0.585 0.403 0.486 0.3005
H 1.473436 1.276220 -2.206831 -0.333 0.400 -0.133 0.3607
H -1.031835 -1.118086 1.852630 0.478 -0.309 0.176 0.3033
H 1.156022 2.230631 2.128995 -0.382 0.595 -0.538 0.3207
H 0.886683 -2.312701 2.579014 0.607 -0.317 -0.090 0.2818
H 1.714026 -1.961634 0.851715 0.597 -0.364 0.309 0.3189
H 0.828433 1.205431 0.011840 0.623 -0.889 0.672 0.0926

=====

19
Properties=species:S:1:pos:R:3:forces:R:3:mulliken_charge:R:1 method="wB97M-V/def2-TZVPD" molar_mass_g_mol=100.161 largest_force_ev_per_a=0.47 charge=0 orbital_gap_ev=10.6 relative_energy_kj_mol=126.90 e_lumo_ev=0.96
O 0.562971 1.618781 -0.750797 0.177 0.173 0.052 -0.4738
C -0.535604 1.631846 0.198596 -0.175 0.184 0.134 -0.6473
C -1.248299 -0.385782 -0.886067 -0.020 -0.146 0.034 -1.6985
C 1.006838 0.380978 -0.138173 0.211 -0.281 0.108 0.1024
C -0.604743 -0.660051 1.617669 -0.035 0.032 -0.030 -1.5903
C 1.754968 -0.668318 -0.932624 -0.019 0.092 -0.082 -1.3806
C -0.431174 0.102763 0.315366 -0.035 -0.007 0.025 1.4223
H -0.325753 -1.712892 1.470405 -0.081 0.193 0.018 0.3310
H 1.623577 0.665030 0.730408 -0.069 -0.125 -0.008 0.3650
H 0.047756 -0.255895 2.404231 -0.171 -0.025 -0.178 0.3772
H -0.253452 2.211365 1.087133 -0.023 -0.179 0.017 0.3439
H -1.032339 -1.411834 -1.198102 -0.044 0.035 0.192 0.3354
H 2.704069 -0.299451 -1.329964 -0.112 0.043 0.043 0.3738
H -1.636778 -0.642530 1.985391 0.117 0.027 -0.094 0.3703
H 1.985560 -1.477364 -0.224869 -0.002 0.125 -0.176 0.3308
H 1.172222 -1.100662 -1.750547 0.048 0.199 0.065 0.3113
H -2.323182 -0.289821 -0.687735 0.183 -0.084 0.001 0.3883
H -1.487364 2.005320 -0.201781 0.342 0.111 -0.100 0.3086
H -0.979268 0.288516 -1.708544 -0.292 -0.366 -0.020 0.4302

=====

19
Properties=species:S:1:pos:R:3:forces:R:3:mulliken_charge:R:1 method="wB97M-V/def2-TZVPD" molar_mass_g_mol=100.161 largest_force_ev_per_a=0.33 charge=0 orbital_gap_ev=10.3 relative_energy_kj_mol=130.82 smiles=CC(C)[C@H]1C[C@H]1O e_lumo_ev=1.02
O -0.067975 0.437290 -2.220728 0.020 -0.279 0.028 -0.5402
C 0.481338 0.900378 0.240213 -0.091 -0.012 0.095 -0.4460
C -0.187472 -0.317434 0.881568 0.052 0.028 0.000 0.9813
C 0.540263 1.212033 -1.229623 0.043 0.291 0.138 -0.1317
C -0.048006 -1.644429 0.116425 0.042 -0.052 -0.045 -1.8204
C 1.791249 0.793723 -0.514768 0.169 -0.075 -0.039 -0.6493
C -1.661041 -0.017786 1.180338 -0.038 0.028 0.005 -1.4413
H 0.461968 2.257784 -1.515308 0.002 -0.164 0.112 0.3602
H -0.069635 -2.494217 0.805253 -0.090 0.121 -0.057 0.3883
H 2.153328 -0.213115 -0.714794 -0.056 0.205 -0.003 0.1787
H 0.327821 -0.450392 1.843738 -0.059 0.028 -0.123 0.2369
H -0.869326 -1.790881 -0.596666 0.121 0.065 0.079 0.3637
H -2.244851 0.014553 0.252719 0.107 0.020 0.108 0.3114
H -1.771025 0.952667 1.677515 0.022 -0.147 -0.046 0.3759
H 2.587706 1.509816 -0.331558 -0.176 -0.050 -0.053 0.2564
H -2.102607 -0.779847 1.833608 0.088 0.077 -0.132 0.3791
H 0.382584 1.780897 0.876459 0.039 -0.132 -0.120 0.4113
H 0.902356 -1.720580 -0.425191 -0.166 -0.041 0.129 0.4370
H 0.048134 -0.493816 -2.001666 -0.029 0.087 -0.075 0.3486

=====

19
Properties=species:S:1:pos:R:3:forces:R:3:mulliken_charge:R:1 method="wB97M-V/def2-TZVPD" molar_mass_g_mol=100.161 largest_force_ev_per_a=0.34 charge=0 orbital_gap_ev=10.7 relative_energy_kj_mol=144.59 smiles="C=CCOC(C)C" e_lumo_ev=1.08
O 0.830839 0.881016 -0.902474 -0.089 -0.057 0.154 -0.3948
C -1.113138 -0.361660 -1.829595 0.075 -0.010 -0.001 -1.4210
C 1.331159 -0.066951 1.317217 0.046 -0.143 0.102 -0.2262
C -0.592120 0.803924 -0.991046 -0.333 0.064 0.009 0.5503
C 1.524029 -0.119731 -0.182101 0.142 -0.180 0.095 -0.4341
C -1.296214 0.851642 0.369321 -0.066 0.075 0.044 -1.1772
C 1.114144 -1.123700 2.093979 0.136 0.120 -0.114 -0.5804
H -1.016070 -1.329557 -1.320896 0.020 0.180 -0.077 0.3127
H 1.058573 -2.129458 1.680151 -0.027 0.147 0.046 0.2463
H 1.368227 0.932506 1.754319 0.008 -0.162 -0.081 0.3094
H -0.824896 1.724838 -1.537853 -0.063 -0.119 0.077 0.2256
H 0.957262 -1.018371 3.164759 0.147 -0.038 -0.164 0.2699
H -1.173324 1.839841 0.825129 -0.052 -0.165 0.007 0.3021
H -0.894237 0.107027 1.057484 -0.197 0.136 -0.217 0.2827
H -2.181096 -0.180408 -2.006067 0.208 -0.150 -0.017 0.4424
H 1.304476 -1.135707 -0.557809 0.013 0.269 0.086 0.2868
H -0.607759 -0.407876 -2.799253 -0.028 -0.028 0.151 0.3431
H 2.575869 0.100680 -0.399619 -0.102 -0.167 0.012 0.2608
H -2.365724 0.631941 0.264355 0.162 0.228 -0.114 0.4016

=====

19
Properties=species:S:1:pos:R:3:forces:R:3:mulliken_charge:R:1 method="wB97M-V/def2-TZVPD" molar_mass_g_mol=100.161 largest_force_ev_per_a=1.31 charge=0 orbital_gap_ev=9.2 relative_energy_kj_mol=253.64 smiles="C=CCCCOC" e_lumo_ev=1.11
O -0.970062 0.449730 0.022994 -1.003 -0.132 -0.376 -0.2882
C -0.285522 1.131906 -1.031454 -0.202 -0.099 -0.278 -0.5208
C 1.244176 1.169140 -0.780280 -0.267 -0.104 0.184 -0.5373
C -1.802030 -0.712944 -0.277556 -0.045 0.820 -0.397 -0.8227
C 0.157477 -1.582708 1.386038 0.983 -0.117 0.621 -1.2096
C 0.692216 -0.394648 1.110006 0.827 -0.733 0.697 0.2131
C 1.615041 -0.125293 -0.053458 0.067 -0.155 0.070 -0.5927
H -2.557786 -0.287643 -0.917456 -0.586 -0.301 -0.419 0.3958
H 1.541482 2.044955 -0.184007 -0.287 -0.239 0.010 0.3102
H -1.337808 -1.591306 -0.772036 0.345 0.840 0.114 0.3156
H 0.572425 0.444362 1.794750 -0.095 -0.195 -0.054 0.2085
H -0.464021 -1.727039 2.262391 0.106 -0.097 -0.036 0.3748
H -2.301569 -1.132787 0.618155 0.595 0.803 -0.219 0.2716
H 1.786547 1.275425 -1.736189 -0.296 -0.139 0.303 0.3303
H 1.571582 -0.964141 -0.760934 0.044 0.035 0.169 0.2654
H -0.677761 2.157902 -1.093670 -0.033 -0.287 -0.081 0.2861
H -0.488940 0.615226 -1.973401 0.014 0.073 -0.089 0.3506
H 2.633179 -0.078060 0.348505 0.007 0.050 -0.233 0.3116
H 0.379568 -2.439301 0.758852 -0.175 -0.022 0.014 0.3377

=====

19
Properties=species:S:1:pos:R:3:forces:R:3:mulliken_charge:R:1 method="wB97M-V/def2-TZVPD" molar_mass_g_mol=100.161 largest_force_ev_per_a=7.44 charge=0 orbital_gap_ev=8.3 relative_energy_kj_mol=404.76 e_lumo_ev=0.87
O -1.333835 1.370007 -0.474182 0.421 -0.632 0.476 -0.4367
C -1.126195 -1.217443 1.366986 -0.292 0.044 -0.136 -1.3148
C 0.271276 -0.710077 1.093683 1.310 -0.203 -2.177 0.2581
C 0.726765 0.371864 2.046965 0.093 0.259 -0.037 -1.2851
C 0.065346 0.982503 -2.907122 -1.497 0.847 1.546 -1.1645
C -0.456558 0.732614 -0.914577 0.377 2.143 -5.715 0.6360
C 0.573202 -0.190294 -0.810761 -0.410 -2.510 6.987 -0.7699
H 0.056494 1.237620 2.030699 0.066 -0.072 -0.067 0.2869
H -1.854723 -0.401272 1.419946 0.121 -0.082 -0.123 0.2894
H -0.770629 0.494563 -3.407185 0.019 0.170 -0.158 0.3133
H -1.181332 -1.737003 2.335137 0.182 0.079 -0.156 0.4083
H 1.568755 0.233130 -0.767706 -0.113 0.008 -0.429 0.3586
H 0.024014 2.068314 -2.989548 -0.201 -0.023 -0.255 0.3548
H 0.985738 -1.536959 1.089637 -0.091 -0.042 0.288 0.3370
H -1.459916 -1.929108 0.605922 -0.007 0.063 0.045 0.3298
H 0.405871 -1.130487 -1.320550 0.143 0.298 -0.351 0.3344
H 1.740100 0.716863 1.818191 -0.105 0.000 -0.006 0.3367
H 1.018681 0.633975 -3.301673 0.050 -0.287 0.479 0.3351
H 0.746946 0.011191 3.086136 -0.066 -0.060 -0.211 0.3927

=====

19
Properties=species:S:1:pos:R:3:forces:R:3:mulliken_charge:R:1 method="wB97M-V/def2-TZVPD" molar_mass_g_mol=100.161 largest_force_ev_per_a=0.34 charge=0 orbital_gap_ev=9.6 relative_energy_kj_mol=77.91 smiles="C=C(O)CCCC" e_lumo_ev=0.90
O 1.068260 -0.705964 1.566589 0.071 0.111 0.208 -0.4512
C -0.729538 0.767297 2.067364 0.020 -0.136 0.014 -0.9077
C 0.843489 1.219578 -0.931467 0.051 0.055 -0.031 -0.9879
C -0.207334 -0.258255 1.391441 -0.317 0.120 0.038 0.4343
C 0.167067 0.117734 -1.750364 -0.044 0.014 -0.081 -0.3923
C -0.908155 -1.028506 0.302819 -0.063 -0.004 0.011 -0.6092
C -0.088429 -1.191138 -0.989319 0.058 -0.015 -0.006 -0.6234
H -1.737766 1.107549 1.862926 0.128 -0.098 0.009 0.2987
H 0.269019 1.444202 -0.034559 0.116 0.089 -0.233 0.2684
H 0.860778 -1.687328 -0.755108 -0.104 0.132 0.014 0.3323
H -0.636607 -1.878080 -1.649156 0.098 0.129 0.130 0.3276
H -0.141445 1.343445 2.778658 -0.096 -0.184 0.006 0.2591
H -0.793577 0.492245 -2.131019 0.107 -0.029 0.068 0.2751
H -1.149636 -2.024638 0.695014 0.031 0.100 -0.054 0.2819
H 1.498292 -0.157108 2.236276 -0.040 -0.130 -0.069 0.3163
H 0.917677 2.152714 -1.495104 0.104 -0.135 -0.116 0.3793
H 1.846417 0.918669 -0.608568 -0.107 0.052 -0.109 0.2529
H -1.857366 -0.527483 0.078581 0.122 -0.080 0.088 0.2434
H 0.778853 -0.104934 -2.635005 -0.134 0.011 0.114 0.3023